(1)
{"formula": "C25H38F5IrN4O2PSbSe", "method": "wB97M-V/def2-TZVPD", "lumo_ev": [-6.203, -6.204], "charge": 2, "homo_energy_ev": [-12.038, -12.038], "e_tot_ha": -4930.8931, "max_force_ev_per_a": 5.4, "elements": ["Ir", "C", "C", "N", "O", "C", "C", "N", "O", "H", "H", "H", "H", "H", "H", "H", "F", "C", "C", "F", "C", "F", "C", "Se", "C", "F", "C", "F", "N", "C", "C", "N", "C", "C", "H", "H", "H", "H", "H", "H", "H", "H", "H", "H", "H", "C", "P", "C", "C", "C", "C", "C", "C", "C", "H", "H", "H", "H", "H", "H", "H", "H", "H", "H", "H", "C", "Sb", "C", "C", "H", "H", "H", "H", "H", "H", "H", "H", "H"], "positions_angstrom": [[0.5646, -0.0194, 0.0389], [1.4861, -0.7124, 4.6305], [1.4523, -0.6158, 3.1317], [0.3637, -0.6187, 2.4359], [-0.8563, -0.8216, 3.0650], [2.6950, -0.5703, 2.3910], [4.0209, -0.6604, 3.0847], [2.6062, -0.5076, 1.0968], [3.5754, -0.5411, 0.2925], [0.6835, -0.1268, 5.0845], [2.4253, -0.3286, 5.0151], [1.4069, -1.7516, 4.9564], [-0.7162, -1.0797, 3.9951], [4.0718, -1.5563, 3.7007], [4.1958, 0.2053, 3.7242], [4.8082, -0.7055, 2.3355], [-0.6992, -0.2411, -7.1498], [-0.0498, -0.3181, -5.9982], [-0.6891, 0.0502, -4.8145], [-1.9648, 0.4585, -4.8078], [0.0087, -0.0213, -3.6234], [-0.6273, 0.2683, -2.4572], [1.3406, -0.3984, -3.5467], [2.3318, -0.2698, -1.9333], [1.9447, -0.8159, -4.7323], [3.1946, -1.2654, -4.6677], [1.2683, -0.7869, -5.9470], [1.8717, -1.1993, -7.0510], [-4.7788, -1.0003, -0.2375], [-3.9173, -1.7417, 0.7212], [-2.4546, -1.6347, 0.2770], [-2.0153, -0.2547, 0.1614], [-2.8834, 0.4763, -0.7496], [-4.3509, 0.4227, -0.3130], [-5.7664, -1.0673, 0.0355], [-4.6868, -1.4240, -1.1696], [-4.2298, -2.7846, 0.7790], [-4.0396, -1.2878, 1.7062], [-2.3127, -2.1270, -0.6912], [-1.8281, -2.1344, 1.0188], [-2.0380, 0.1752, 1.0846], [-2.7870, 0.0396, -1.7468], [-2.5540, 1.5145, -0.8074], [-4.9818, 0.9628, -1.0192], [-4.4763, 0.8615, 0.6782], [2.1812, 2.7691, 1.5559], [0.5170, 2.3034, 0.9439], [-0.5301, 2.6870, 2.4176], [0.0766, 3.6986, -0.1425], [-0.2186, 3.4578, -1.4781], [-0.5975, 4.4987, -2.3072], [-0.6870, 5.7862, -1.8052], [-0.3769, 6.0323, -0.4773], [0.0070, 4.9970, 0.3539], [2.2209, 3.8412, 1.7449], [2.9249, 2.5082, 0.8052], [2.4087, 2.2315, 2.4745], [-0.0324, 3.4259, 3.0421], [-0.7099, 1.7997, 3.0160], [-1.4861, 3.0901, 2.0906], [-0.1558, 2.4456, -1.8526], [-0.8305, 4.3082, -3.3427], [-0.9821, 6.6001, -2.4472], [-0.4400, 7.0332, -0.0842], [0.2416, 5.1974, 1.3889], [-0.5306, -4.5798, -0.3462], [0.9078, -2.9897, 0.0474], [2.5454, -3.7320, -1.1162], [1.6000, -3.7340, 1.9429], [-0.0032, -5.5253, -0.3344], [-0.9807, -4.4385, -1.3225], [-1.3015, -4.5969, 0.4172], [2.8352, -4.7103, -0.7422], [3.3827, -3.0439, -1.0401], [2.2504, -3.8104, -2.1576], [1.5495, -4.8163, 1.9293], [0.9792, -3.3574, 2.7457], [2.6254, -3.4230, 2.1016]]}



(2)
{"formula": "Cl2H4Si2", "method": "wB97M-V/def2-TZVPD", "lumo_ev": [-1.989, -0.937], "homo_energy_ev": [-7.689, -8.955], "e_tot_ha": -1501.7059, "max_force_ev_per_a": 1.3, "elements": ["Si", "Si", "Cl", "Cl", "H", "H", "H", "H"], "positions_angstrom": [[-0.0820, -0.0442, -0.7979], [0.1743, 3.0306, 1.9380], [-1.1818, 3.5090, 0.4351], [2.0536, 3.4435, 1.1933], [-0.1326, 0.4747, -2.1584], [-1.2061, 0.2247, 0.1741], [0.5943, -1.4182, -0.7109], [-0.2293, 4.1170, 2.8757]]}



(3)
{"formula": "C7H9BaN2O5S2", "method": "wB97M-V/def2-TZVPD", "lumo_ev": -4.987, "charge": 1, "homo_energy_ev": -11.490, "e_tot_ha": -1579.4482, "max_force_ev_per_a": 3.1, "elements": ["N", "S", "O", "O", "N", "S", "O", "O", "C", "O", "C", "C", "C", "C", "C", "C", "H", "H", "H", "H", "H", "H", "H", "H", "H", "Ba"], "positions_angstrom": [[-2.2671, 1.6913, -0.2942], [-2.2850, 0.4340, -1.3530], [-1.8931, 1.0151, -2.7208], [-3.6380, -0.0220, -1.4924], [-1.2015, -0.6943, -1.0370], [-1.5715, -1.4970, 0.3650], [-0.7935, -2.6991, 0.3401], [-2.9616, -1.7992, 0.5380], [-1.0275, -0.5369, 1.8266], [-0.2453, 0.6124, 1.5714], [0.9947, 0.3530, 0.9673], [1.8718, -0.5695, 1.4667], [3.0664, -0.8140, 0.8308], [3.3739, -0.1121, -0.3001], [2.5021, 0.8367, -0.7768], [1.3006, 1.0733, -0.1579], [-2.4179, 2.5325, -0.8525], [-1.3541, 1.8013, 0.1505], [-1.9327, -0.2727, 2.3735], [-0.4797, -1.2476, 2.4484], [1.5999, -1.1037, 2.3701], [3.7490, -1.5503, 1.2356], [4.2953, -0.2740, -0.8467], [2.7402, 1.3942, -1.6772], [0.6111, 1.8092, -0.5515], [-2.0363, -0.3604, -4.4239]]}



(4)
{"formula": "C8H24Fe2N2O14", "method": "wB97M-V/def2-TZVPD", "lumo_ev": [-9.469, -9.824], "charge": 2, "multiplicity": 9, "homo_energy_ev": [-13.040, -13.040], "e_tot_ha": -4008.4468, "max_force_ev_per_a": 7.2, "elements": ["Fe", "Fe", "N", "O", "O", "O", "N", "O", "O", "O", "C", "C", "O", "O", "H", "H", "H", "H", "H", "H", "C", "C", "O", "O", "H", "H", "H", "H", "H", "H", "C", "C", "O", "O", "H", "H", "H", "H", "H", "H", "C", "C", "O", "O", "H", "H", "H", "H", "H", "H"], "positions_angstrom": [[-8.8086, -16.2561, -7.6961], [-10.5956, -19.8574, -10.8969], [-10.9364, -16.6433, -10.1437], [-11.8994, -16.0171, -10.5717], [-10.1250, -16.2219, -9.3518], [-10.8166, -17.8048, -10.5474], [-8.4465, -19.4291, -8.4507], [-8.5327, -18.3007, -8.0095], [-9.0986, -19.6709, -9.4331], [-7.7147, -20.2950, -8.0612], [-11.3612, -19.6136, -6.1468], [-12.6174, -20.5047, -6.1331], [-12.4452, -21.6433, -6.8886], [-11.3392, -18.7269, -7.3151], [-10.4556, -20.2201, -6.1581], [-11.3000, -18.9042, -5.3215], [-13.5046, -19.9210, -6.3787], [-12.6734, -20.8350, -5.0959], [-13.2144, -22.1988, -6.7425], [-12.1872, -18.2767, -7.3138], [-7.7644, -13.4856, -8.4632], [-6.6792, -14.5898, -8.7161], [-7.2586, -15.8802, -9.0660], [-8.8579, -14.0831, -7.7326], [-8.0850, -13.0606, -9.4144], [-7.2834, -12.6306, -7.9881], [-6.0112, -14.6355, -7.8560], [-6.0678, -14.1578, -9.5084], [-7.2169, -15.9466, -10.0228], [-9.5372, -13.5036, -7.3799], [-5.9637, -22.3362, -10.3074], [-5.1037, -21.0955, -10.6535], [-5.1814, -20.9624, -12.0718], [-5.1850, -23.5399, -10.1889], [-6.7580, -22.5274, -11.0289], [-6.3899, -22.0454, -9.3472], [-4.0874, -21.3178, -10.3283], [-5.5080, -20.1690, -10.2459], [-5.2699, -21.8396, -12.4514], [-5.7602, -24.2590, -9.9174], [-5.5433, -22.7574, -6.5572], [-4.6762, -23.0040, -5.2725], [-5.2122, -23.9480, -4.4230], [-6.7423, -22.1989, -6.2073], [-5.7302, -23.6732, -7.1180], [-5.1576, -22.0790, -7.3182], [-4.5255, -22.0466, -4.7738], [-3.7054, -23.4311, -5.5241], [-4.9018, -23.8684, -3.5180], [-6.9968, -21.5535, -6.8708]]}



(5)
{"formula": "C3H9NO3", "method": "wB97M-V/def2-TZVPD", "lumo_ev": 0.413, "smiles": "C[C@H](O)C=O.NO", "homo_energy_ev": -9.826, "e_tot_ha": -400.0617, "max_force_ev_per_a": 3.7, "elements": ["C", "C", "O", "C", "O", "H", "H", "H", "H", "H", "H", "N", "O", "H", "H", "H"], "positions_angstrom": [[-1.3021, 0.8221, -0.4373], [-1.3906, -0.5037, 0.3671], [-1.3703, -0.2897, 1.7654], [-0.2852, -1.5002, -0.0506], [0.3976, -2.0128, 0.7887], [-2.2215, 1.4700, -0.4217], [-1.0402, 0.7226, -1.4701], [-0.4482, 1.4557, 0.1352], [-2.4096, -0.9434, -0.0003], [-0.5006, -0.5563, 1.9410], [-0.0888, -1.6039, -1.1771], [3.0445, 0.1012, -1.0265], [2.3668, 0.5321, 0.1599], [2.3925, 0.0771, -1.7869], [3.5285, -0.7133, -0.6166], [1.8506, -0.1697, 0.5269]]}